(1)
Below is an isolated molecule of C18H15N3O7S in a non-equilibrium geometry, with properties calculated with the ωB97M-V functional and the def2-TZVPD basis.

Structure (XYZ):
```
44
Properties=species:S:1:pos:R:3:forces:R:3
O -1.66859 -2.83383 -0.72635 0.0286 -0.1819 -0.1358
C -1.40298 -2.02714 0.16613 0.0356 0.0418 0.1621
N -2.33194 -1.16915 0.62728 -0.1206 0.2125 0.2152
C -3.61571 -0.99945 -0.01878 0.0735 0.0210 -0.3431
C -3.80737 0.41928 -0.44338 -0.7947 0.0077 0.4810
C -4.81991 1.30360 -0.21783 0.4386 -0.5377 -0.0559
C -4.44268 2.51144 -0.85602 0.5001 0.0737 -0.3127
C -3.22732 2.27364 -1.41351 -0.6225 0.6823 0.0626
O -2.83209 1.01019 -1.17184 0.3176 -0.4275 -0.0480
C -0.05359 -1.95495 0.77424 0.3824 -0.2491 -0.0963
C 0.34972 -0.87757 1.56035 0.1829 -0.4097 0.1145
C 1.64593 -0.77538 2.03328 -0.6147 -0.6443 -0.2101
N 2.01455 0.39701 2.70677 -0.0683 0.9095 0.0406
S 1.49128 1.85085 2.05156 0.4108 -0.1217 -0.1521
O 0.10980 2.05141 2.36404 -0.0813 -0.2124 -0.1628
O 2.44453 2.83444 2.45314 0.2944 -0.0401 -0.0187
C 1.61466 1.51972 0.28345 -0.1641 0.2062 0.4046
C 0.47072 1.46583 -0.49203 -0.0886 0.1181 0.0143
C 0.55475 1.08809 -1.82407 0.1049 0.0549 0.1277
C 1.78485 0.77040 -2.37255 0.2541 -0.0284 -0.0557
C 2.92435 0.84590 -1.58034 -1.0260 0.2849 0.5842
N 4.21450 0.50768 -2.14820 0.1708 -0.0537 -0.0667
O 4.26805 0.33126 -3.34281 0.0828 -0.0796 -0.3962
O 5.14899 0.42082 -1.38520 0.3943 -0.0322 0.2084
C 2.85128 1.21795 -0.24417 0.3339 -0.0290 -0.2783
C 2.55328 -1.80262 1.77746 -0.2357 0.1472 -0.0024
C 2.16453 -2.88989 1.02894 -0.1194 -0.0881 -0.0884
C 0.87909 -2.97173 0.48256 -0.1553 0.3660 0.1400
O 0.59137 -4.01392 -0.29997 -0.1331 -0.2353 -0.1538
H -2.10702 -0.53101 1.37300 0.0525 -0.0986 -0.0625
H -3.61482 -1.67500 -0.88185 -0.0884 0.0901 0.1973
H -4.42945 -1.28339 0.65559 0.0374 0.0471 -0.1628
H -5.72215 1.11934 0.32773 -0.1712 -0.1200 0.1595
H -5.00046 3.42410 -0.88741 -0.0523 0.2377 -0.0487
H -2.56415 2.89544 -1.98144 0.1639 0.0159 -0.0926
H -0.31877 -0.06892 1.80239 -0.1512 -0.0186 -0.0178
H 2.97292 0.43709 3.01770 0.1157 0.2082 0.0204
H -0.47449 1.71970 -0.03986 -0.1740 -0.0406 0.0024
H -0.34007 1.02590 -2.42248 -0.0835 -0.0211 -0.0552
H 1.88231 0.46163 -3.40257 -0.0051 -0.0002 -0.0147
H 3.74537 1.27550 0.35719 0.1001 -0.0615 0.0050
H 3.56093 -1.73976 2.16010 0.1599 0.0040 0.0134
H 2.85419 -3.69042 0.81492 0.0907 -0.0886 -0.0255
H -0.31840 -3.87408 -0.66516 0.2247 0.0915 0.1036
```
Forces are in eV/Å.

## Properties
- net charge = 0
- HOMO-LUMO gap (eV) = 7.6391
- LUMO (eV) = -0.88
- SMILES = O=C(NCc1ccco1)c1cc(NS(=O)(=O)c2cccc([N+](=O)[O-])c2)ccc1O
- energy above the lowest of the compared OMol25 structures with the same formula, charge and spin (kJ/mol) = 0.00

***

(2)
Below is a structure of composition C18H15N5O5Sn, with properties calculated with the ωB97M-V functional and the def2-TZVPD basis.

Structure (XYZ):
```
44
Properties=species:S:1:pos:R:3:forces:R:3
Sn -0.45187 0.73305 -2.44432 0.2535 -0.0062 -0.0340
O -1.15788 -1.99737 4.07497 -0.0499 0.0437 0.0012
C -0.44813 -1.00684 3.85534 0.1008 -0.0705 -0.0136
O 0.24076 -0.28466 4.59602 -0.0213 0.0246 0.0230
C -0.38407 -0.59257 2.35829 -0.0389 0.0047 -0.0201
C 0.54787 0.35112 1.93661 -0.0053 0.0064 0.0084
C 0.59233 0.71449 0.61068 0.0083 0.0189 -0.0113
N -0.25066 0.19346 -0.28865 -0.0261 -0.0241 0.0270
C -1.17021 -0.70040 0.10476 -0.1020 0.0693 0.0228
C -1.25364 -1.12916 1.41390 0.0245 0.0105 0.0054
C -2.13804 -1.17718 -0.96490 0.2509 -0.1663 -0.1476
O -2.93015 -2.05323 -0.73755 -0.0984 0.0681 0.0569
O -2.00229 -0.57115 -2.13068 -0.1459 0.0698 0.1151
H 1.20497 0.78644 2.67780 -0.0003 -0.0058 0.0071
H 1.29375 1.44905 0.23535 -0.0178 -0.0053 0.0095
H -1.98884 -1.86283 1.71352 -0.0040 -0.0046 -0.0005
N -1.19740 2.84418 -0.85057 -0.0558 0.1773 -0.2441
C -2.26570 2.65111 -0.16000 0.0183 -0.1433 0.1916
C -3.48492 2.14717 -0.75682 0.0252 0.0911 0.0709
C -4.55441 1.85602 0.03977 0.0335 0.0087 0.1534
C -4.47994 2.03144 1.43255 0.0414 0.0104 -0.0216
C -3.30955 2.52172 2.03496 -0.1133 -0.0667 -0.0690
C -2.22100 2.84173 1.27547 -0.0772 -0.0471 -0.0685
H -3.52009 1.99183 -1.82620 0.0287 0.0169 0.0002
H -5.45885 1.46328 -0.40390 -0.0168 -0.0063 0.0078
H -5.33044 1.77472 2.04864 0.0055 -0.0034 0.0013
H -3.26345 2.63635 3.10910 -0.0142 -0.0168 0.0194
H -1.30240 3.19953 1.71876 -0.0057 0.0115 -0.0282
C 2.07107 -3.48006 -2.20341 -0.0017 0.0033 0.0132
N 2.70766 -2.20458 -1.86858 0.0176 0.0003 -0.0604
C 3.92937 -2.13902 -1.28748 -0.0139 -0.0127 0.0221
C 4.47843 -0.95936 -0.93049 -0.0017 0.0117 0.0201
C 3.70486 0.20914 -1.18974 0.0501 0.0004 -0.1086
N 2.50997 0.14864 -1.75791 0.0632 -0.0258 -0.1084
C 1.99679 -1.04349 -2.09796 -0.1184 -0.0517 0.3025
O 0.84734 -1.15742 -2.57440 0.0174 -0.0038 -0.1780
N 4.17515 1.42385 -0.87539 -0.0243 0.0074 0.0501
H 2.77730 -4.28052 -2.00173 0.0015 0.0033 0.0032
H 1.79071 -3.48531 -3.25308 -0.0006 -0.0033 -0.0071
H 1.17420 -3.61484 -1.60249 0.0013 0.0053 0.0002
H 4.42513 -3.08508 -1.12205 0.0056 0.0016 -0.0064
H 5.45026 -0.91261 -0.46526 -0.0019 -0.0006 0.0056
H 5.04301 1.53882 -0.38578 0.0037 -0.0018 0.0019
H 3.60299 2.23052 -1.05715 0.0043 0.0007 -0.0125
```
Forces are in eV/Å.

## Properties
- net charge = 0
- HOMO-LUMO gap (alpha / beta) (eV) = 5.5626 / 6.2668
- LUMO (alpha / beta) (eV) = -2.16 / -1.46
- energy above the lowest of the compared OMol25 structures with the same formula, charge and spin (kJ/mol) = 0.00

***

(3)
Below is a structure of composition C18H15N6O2PdSSbSe5 in a non-equilibrium geometry, with properties calculated with the ωB97M-V functional and the def2-TZVPD basis.

Structure (XYZ):
```
49
Properties=species:S:1:pos:R:3:forces:R:3
Pd 0.64135 -0.52791 0.18115 -1.5713 0.1474 -0.4606
S -3.56495 -0.66565 6.49956 1.7870 0.1604 -3.1395
N -1.91905 -0.84760 6.19905 -1.0296 -0.4971 0.9255
C -1.70934 -0.85126 4.91290 -1.8554 1.3067 -0.7169
C -0.44653 -0.92610 4.24948 1.2940 -0.1988 0.1637
C 0.70950 -1.22864 4.98151 0.9929 0.4719 -0.6595
C 1.90663 -1.34989 4.24535 -0.8994 -0.1787 -0.1908
C 1.90044 -1.19906 2.85635 -2.1241 0.9488 0.5843
N 0.76862 -0.80159 2.17465 2.2695 -1.1998 0.6887
C -0.38129 -0.68913 2.85388 -0.0208 -0.6039 1.2229
C -1.58297 -0.43514 2.09648 -1.3401 0.1573 -0.7543
N -1.38497 -0.29538 0.75649 -1.7384 0.3817 0.0616
C -2.49279 -0.06901 -0.02134 0.8760 -0.7793 1.4023
C -3.78833 0.02663 0.54126 0.7061 0.1498 -0.6188
C -4.00270 -0.11890 1.91216 0.2878 0.1772 -0.6603
C -2.88704 -0.39778 2.70995 1.5403 0.3836 -1.5873
C -2.89476 -0.56246 4.12012 -1.0509 -0.5607 2.9846
N -3.99083 -0.47183 4.87571 0.6096 -0.1037 0.8101
H 0.67812 -1.28174 6.08939 -0.0342 -0.2007 -0.9653
H 2.84801 -1.61895 4.69414 0.0331 0.0109 0.2762
H 2.80240 -1.33550 2.30855 0.3626 0.0209 -0.5387
H -2.29481 -0.07971 -1.09675 -0.2497 0.2449 0.4693
H -4.59234 0.24686 -0.16699 0.1255 -0.1592 0.4895
H -5.00306 0.01589 2.33768 0.4907 -0.2308 -0.0599
Se 5.66868 -0.42922 1.63991 -0.0824 -0.4212 -0.1401
Sb 7.36391 -1.67825 0.18519 0.5101 -0.2863 0.1871
Se 9.48271 -1.91362 1.66771 -0.8212 0.0827 -0.2817
Se 5.91927 -3.60601 1.10667 0.2102 0.5326 0.0471
Se 2.77258 -1.44764 -0.50235 0.5764 0.6301 -0.6323
Se 3.28077 -0.27433 -2.61696 0.0252 -0.5504 0.9983
C 5.07461 -0.74834 -2.64306 3.0565 -0.9345 0.1484
N 6.21760 -1.06941 -2.62759 -3.6663 1.0561 -0.0307
O 0.05693 1.95940 -0.81284 -0.5827 -0.0428 -1.4332
C -0.11701 1.23152 -1.78948 0.9686 0.6040 1.2344
O 0.02602 -0.04117 -1.76269 0.5405 -1.2077 -0.0112
C -0.43173 1.75426 -3.17356 1.1262 1.3271 -0.5488
N -0.07873 0.79678 -4.30121 0.0602 -0.0908 0.7933
C -0.78482 1.30357 -5.49369 -1.0329 0.4383 -1.4933
C -2.03259 2.06047 -4.99372 -0.1475 0.3688 1.0721
C -1.83732 2.25026 -3.43105 -0.5137 -0.7239 -0.6294
H 0.26538 2.59316 -3.41591 -0.5042 -0.3816 0.6125
H -0.32500 -0.17198 -4.04000 0.1854 0.3779 -0.0741
H 0.92560 0.86159 -4.46993 -0.0282 -0.4983 0.2159
H -1.10273 0.44585 -6.10181 0.4710 0.3432 -0.0254
H -0.13011 1.99847 -6.08824 -0.4163 -0.9537 0.7172
H -2.97582 1.56306 -5.23014 0.2838 -0.2506 0.1798
H -2.11504 3.02066 -5.48568 0.1737 0.2197 -0.0573
H -2.60893 1.72948 -2.82831 0.4866 0.0729 -0.4536
H -1.83357 3.27525 -3.10196 -0.3402 0.4395 -0.1216
```
Forces are in eV/Å.

## Properties
- net charge = +2
- HOMO-LUMO gap (alpha / beta) (eV) = 7.4028 / 4.6479
- LUMO (alpha / beta) (eV) = -5.90 / -8.36
- <S²> = 6.045
- spin multiplicity = 5
- energy above the lowest of the compared OMol25 structures with the same formula, charge and spin (kJ/mol) = 0.00